(1)
Molecular formula: C34H23Cl5GaN5O3
Method: DFT, wB97M-V/def2-TZVPD

Computed properties:
**Gap between HOMO and LUMO**: 6.22 eV
**E**: -6034.2754 Eh
**HOMO level**: -13.2 eV
**Net charge**: +2

Atoms and positions in Å:
Ga 0.151 0.274 0.152
C 1.939 -3.925 -0.821
O 0.491 -3.968 -0.672
C 0.117 -2.742 -0.397
N 1.004 -1.837 -0.243
C 2.319 -2.465 -0.440
C 3.198 -1.821 -1.493
C 4.430 -2.419 -1.746
C 5.276 -1.902 -2.713
C 4.909 -0.763 -3.415
C 3.683 -0.167 -3.170
C 2.821 -0.705 -2.226
C -1.300 -2.381 -0.300
C -2.378 -3.254 -0.292
C -3.655 -2.712 -0.218
C -3.823 -1.330 -0.203
C -2.685 -0.545 -0.234
N -1.466 -1.068 -0.257
C -2.615 0.916 -0.323
N -1.478 1.510 -0.231
C -1.689 2.948 -0.473
C -3.207 3.001 -0.790
O -3.670 1.636 -0.571
C -0.825 3.519 -1.583
C -1.131 4.789 -2.065
C -0.382 5.349 -3.087
C 0.663 4.636 -3.657
C 0.980 3.378 -3.174
C 0.250 2.830 -2.130
H 2.175 -4.154 -1.859
H 2.372 -4.685 -0.176
H 2.846 -2.429 0.518
H 4.728 -3.299 -1.186
H 6.222 -2.384 -2.914
H 5.573 -0.352 -4.164
H 3.391 0.715 -3.725
H 1.845 -0.263 -2.071
H -2.214 -4.321 -0.341
H -4.518 -3.363 -0.179
H -4.805 -0.878 -0.168
H -1.466 3.485 0.449
H -3.408 3.255 -1.830
H -3.772 3.661 -0.138
H -1.956 5.350 -1.639
H -0.612 6.346 -3.437
H 1.230 5.066 -4.471
H 1.792 2.814 -3.614
H 0.542 1.857 -1.747
Cl 4.835 0.704 0.784
C 3.631 0.418 1.969
C 3.993 0.196 3.310
C 3.047 -0.002 4.281
Cl 3.520 -0.192 5.920
C 1.673 -0.038 3.935
C 0.609 -0.230 4.834
C -0.690 -0.236 4.377
C -0.934 -0.102 3.011
N 0.045 0.069 2.143
C 1.335 0.149 2.574
C 2.306 0.433 1.584
O 1.925 0.711 0.331
H 5.042 0.203 3.574
H 0.817 -0.369 5.886
H -1.521 -0.347 5.056
H -1.943 -0.129 2.616
Cl 3.370 4.779 2.497
C 2.170 4.896 1.198
Cl 2.958 4.809 -0.390
Cl 1.231 6.395 1.336
C 1.264 3.765 1.307
N 0.555 2.868 1.384

These are the Mulliken partial charges, in e, on atoms 1 to 6:
1 Ga 0.68
2 C -0.45
3 O -0.47
4 C 0.31
5 N 0.15
6 C -0.03


(2)
Molecular formula: C34H23ClN5O3STm
Method: DFT, wB97M-V/def2-TZVPD

Computed properties:
**Multiplicity**: 3
**Gap between HOMO and LUMO (alpha / beta)**: 6.85 / 6.85 eV
**<S²>**: 2.00
**E**: -3752.7192 Eh
**Relative energy (zero: lowest compared OMol25 entry of this formula, charge and spin)**: 0.0 kJ/mol
**HOMO level (alpha / beta)**: -7.6 / -7.6 eV
**Net charge**: 0

Atoms and positions in Å:
Tm -0.234 0.253 -0.092
Cl 1.295 1.828 6.518
C 1.313 1.110 4.927
C 1.012 -0.246 4.775
C 1.013 -0.822 3.526
C 1.291 -0.069 2.369
O 1.238 -0.631 1.182
C 1.586 1.307 2.540
C 1.762 2.224 1.430
N 1.485 1.953 0.208
C 1.626 2.911 -0.834
C 2.126 4.174 -0.701
C 2.148 5.068 -1.796
C 1.686 4.681 -3.016
C 1.208 3.361 -3.201
C 0.761 2.882 -4.453
C 0.328 1.598 -4.572
C 0.330 0.781 -3.427
N 0.750 1.177 -2.250
C 1.187 2.466 -2.120
C 1.606 1.870 3.826
H 0.771 -0.837 5.650
H 0.776 -1.871 3.396
H 2.107 3.219 1.719
H 2.497 4.521 0.254
H 2.528 6.071 -1.651
H 1.684 5.362 -3.858
H 0.756 3.552 -5.305
H -0.041 1.205 -5.509
H -0.056 -0.232 -3.480
H 1.828 2.925 3.944
C 1.603 -2.094 -1.647
O 0.281 -1.786 -1.186
C -0.583 -2.839 -0.929
C -0.489 -4.030 -1.626
C -1.403 -5.044 -1.370
C -2.403 -4.858 -0.429
C -2.480 -3.662 0.268
C -1.563 -2.649 0.044
N -1.576 -1.402 0.767
N -2.318 -1.410 1.776
C -2.482 -0.324 2.605
C -1.967 0.976 2.413
O -1.218 1.308 1.414
C -2.268 1.986 3.383
C -3.002 1.706 4.480
C -3.529 0.398 4.725
C -4.287 0.132 5.882
C -4.791 -1.119 6.118
C -4.540 -2.141 5.186
C -3.805 -1.902 4.053
C -3.279 -0.618 3.787
H 1.580 -2.347 -2.706
H 2.008 -2.916 -1.059
H 2.197 -1.199 -1.493
H 0.280 -4.170 -2.372
H -1.333 -5.974 -1.920
H -3.127 -5.638 -0.236
H -3.253 -3.495 1.005
H -1.866 2.973 3.195
H -3.202 2.484 5.208
H -4.463 0.939 6.584
H -5.372 -1.320 7.009
H -4.931 -3.136 5.363
H -3.614 -2.703 3.355
S -2.943 2.973 -2.694
C -2.428 1.625 -1.941
N -2.005 0.661 -1.415

These are the Mulliken partial charges, in e, on atoms 1 to 6:
1 Tm 0.20
2 Cl -0.26
3 C 0.12
4 C -0.61
5 C -0.25
6 C 0.27


(3)
Molecular formula: C34H23F10N2O5S2SbSrTe
Method: DFT, wB97M-V/def2-TZVPD

Computed properties:
**Gap between HOMO and LUMO**: 7.21 eV
**E**: -4129.3554 Eh
**Relative energy (zero: lowest compared OMol25 entry of this formula, charge and spin)**: 195.9 kJ/mol
**HOMO level**: -3.7 eV
**Net charge**: -2

Atoms and positions in Å:
Sr 0.361 -0.302 -0.178
O -3.499 0.197 -1.550
S -2.396 1.047 -1.157
O -2.625 2.469 -1.285
O -1.131 0.732 -2.052
O -1.920 0.697 0.219
C -3.892 -2.716 -0.499
C -3.388 -3.838 -1.126
C -2.151 -4.316 -0.732
C -1.459 -3.635 0.258
N -1.965 -2.585 0.915
C -3.153 -2.136 0.519
C -0.050 -3.987 0.554
C 0.384 -5.310 0.583
C 1.715 -5.572 0.845
C 2.576 -4.514 1.082
C 2.060 -3.225 1.044
N 0.781 -2.967 0.780
H -4.805 -2.240 -0.826
H -3.907 -4.287 -1.963
H -1.670 -5.119 -1.274
H -3.516 -1.241 1.002
H -0.324 -6.112 0.418
H 2.077 -6.593 0.871
H 3.626 -4.671 1.287
H 2.692 -2.363 1.227
S 0.758 -0.489 3.038
Sb -0.900 -1.737 3.889
C -2.854 -0.995 3.657
C -2.983 0.171 2.918
C -4.245 0.704 2.682
C -5.367 0.071 3.192
C -5.235 -1.095 3.941
C -3.979 -1.631 4.175
C -0.668 -1.688 6.019
C 0.198 -0.760 6.584
C 0.356 -0.698 7.962
C -0.350 -1.565 8.784
C -1.213 -2.500 8.225
C -1.367 -2.561 6.847
C -0.917 -3.841 3.674
C 0.235 -4.534 4.026
C 0.261 -5.919 3.953
C -0.866 -6.614 3.538
C -2.017 -5.922 3.185
C -2.043 -4.536 3.248
H -2.121 0.643 2.462
H -4.333 1.582 2.055
H -6.352 0.473 2.990
H -6.115 -1.593 4.332
H -3.886 -2.545 4.752
H 0.756 -0.092 5.937
H 1.035 0.027 8.393
H -0.226 -1.518 9.859
H -1.760 -3.184 8.861
H -2.027 -3.310 6.420
H 1.125 -3.996 4.335
H 1.169 -6.452 4.206
H -0.844 -7.695 3.474
H -2.891 -6.459 2.836
H -2.926 -3.997 2.926
F 0.107 -2.201 -4.331
Te -0.874 -0.988 -3.244
F 1.040 -0.766 -2.409
F 0.076 0.210 -4.373
F -2.205 -2.335 -3.802
F -2.232 -0.060 -4.212
O -1.063 -1.842 -1.648
F 1.908 2.050 -0.721
C 3.115 1.571 -0.263
C 3.134 0.379 0.413
C 4.384 0.006 0.832
F 4.572 -1.166 1.529
C 5.541 0.736 0.608
F 6.753 0.322 1.044
C 5.451 1.929 -0.086
F 6.559 2.664 -0.318
C 4.217 2.364 -0.535
F 4.136 3.530 -1.205

These are the Mulliken partial charges, in e, on atoms 1 to 6:
1 Sr 1.41
2 O -0.73
3 S 1.31
4 O -0.73
5 O -0.57
6 O -0.58


(4)
Molecular formula: C34H23F10N2O5S2SbSrTe
Method: DFT, wB97M-V/def2-TZVPD

Computed properties:
**Gap between HOMO and LUMO**: 8.02 eV
**E**: -4129.3580 Eh
**Relative energy (zero: lowest compared OMol25 entry of this formula, charge and spin)**: 189.1 kJ/mol
**HOMO level**: -4.1 eV
**Net charge**: -2

Atoms and positions in Å:
Sr -0.421 -1.503 -0.942
O 2.855 -0.898 1.899
S 1.870 -1.689 1.139
O 2.073 -3.138 1.471
O 0.502 -1.251 1.521
O 2.019 -1.429 -0.315
C -4.033 1.243 -2.956
C -5.075 0.332 -3.007
C -5.092 -0.718 -2.107
C -4.049 -0.836 -1.192
N -3.025 0.018 -1.166
C -3.031 1.037 -2.020
C -4.010 -1.952 -0.208
C -5.177 -2.491 0.317
C -5.078 -3.522 1.239
C -3.824 -3.977 1.605
C -2.706 -3.382 1.034
N -2.804 -2.391 0.147
H -3.970 2.073 -3.646
H -5.854 0.423 -3.754
H -5.870 -1.467 -2.151
H -2.179 1.704 -1.962
H -6.143 -2.100 0.028
H -5.973 -3.958 1.667
H -3.694 -4.780 2.317
H -1.696 -3.710 1.259
S 0.124 1.671 -0.549
Sb 1.761 1.645 0.995
C 1.191 1.214 2.982
C -0.123 1.536 3.296
C -0.587 1.365 4.593
C 0.264 0.885 5.577
C 1.577 0.569 5.259
C 2.045 0.727 3.962
C 2.080 3.725 1.427
C 1.416 4.714 0.712
C 1.621 6.057 1.009
C 2.495 6.420 2.023
C 3.163 5.438 2.742
C 2.954 4.099 2.445
C 3.654 1.253 0.181
C 3.784 1.316 -1.196
C 5.040 1.158 -1.771
C 6.151 0.951 -0.969
C 6.010 0.885 0.413
C 4.758 1.027 0.988
H -0.796 1.886 2.520
H -1.620 1.591 4.827
H -0.101 0.735 6.586
H 2.237 0.166 6.018
H 3.042 0.406 3.706
H 0.728 4.421 -0.075
H 1.094 6.820 0.448
H 2.653 7.467 2.256
H 3.844 5.716 3.539
H 3.470 3.342 3.027
H 2.907 1.455 -1.818
H 5.141 1.182 -2.849
H 7.128 0.820 -1.419
H 6.872 0.691 1.039
H 4.638 0.906 2.055
F 1.178 -5.256 -1.701
Te 1.310 -4.824 0.209
F 0.661 -6.620 0.102
F 0.467 -5.044 1.941
F 2.902 -4.156 -0.602
F 2.681 -5.741 1.153
O -0.090 -3.714 -0.111
F -3.169 -3.057 -3.305
C -2.620 -2.039 -4.036
C -1.497 -1.390 -3.584
C -1.077 -0.374 -4.406
F 0.016 0.372 -4.054
C -1.699 0.007 -5.583
F -1.250 1.027 -6.349
C -2.833 -0.678 -5.979
F -3.482 -0.329 -7.111
C -3.303 -1.716 -5.198
F -4.429 -2.363 -5.579

These are the Mulliken partial charges, in e, on atoms 1 to 6:
1 Sr 1.79
2 O -0.67
3 S 0.55
4 O -0.64
5 O -0.52
6 O -0.70


(5)
Molecular formula: C34H23F2MnN3O8S2
Method: DFT, wB97M-V/def2-TZVPD

Computed properties:
**Multiplicity**: 2
**Gap between HOMO and LUMO (alpha / beta)**: 6.52 / 6.06 eV
**<S²>**: 1.10
**E**: -4222.8185 Eh
**Relative energy (zero: lowest compared OMol25 entry of this formula, charge and spin)**: 42.9 kJ/mol
**HOMO level (alpha / beta)**: -2.0 / -1.5 eV
**Net charge**: -2

Atoms and positions in Å:
Mn -0.255 0.008 -0.172
C 1.251 -1.177 -2.940
O 1.396 -0.467 -1.715
C 2.452 0.375 -1.587
C 3.489 0.457 -2.507
C 4.533 1.344 -2.290
C 4.549 2.149 -1.162
C 3.516 2.060 -0.242
C 2.471 1.168 -0.436
N 1.384 1.036 0.476
N 1.659 1.469 1.628
C 0.690 1.530 2.590
C -0.708 1.447 2.314
O -1.210 1.167 1.200
C -1.610 1.756 3.416
C -1.165 2.050 4.651
C 0.238 2.105 4.952
C 0.698 2.408 6.244
C 2.041 2.475 6.527
C 2.963 2.230 5.497
C 2.537 1.924 4.228
C 1.160 1.855 3.912
H 1.196 -0.473 -3.773
H 0.320 -1.725 -2.848
H 2.091 -1.866 -3.072
H 3.464 -0.136 -3.408
H 5.325 1.418 -3.025
H 5.353 2.859 -1.007
H 3.489 2.688 0.637
H -2.666 1.707 3.180
H -1.869 2.250 5.454
H -0.037 2.591 7.022
H 2.383 2.708 7.528
H 4.026 2.273 5.706
H 3.252 1.719 3.443
F 3.459 -3.342 1.833
C 2.119 -3.124 1.673
C 1.687 -1.970 1.061
C 0.321 -1.692 0.876
C -0.580 -2.691 1.330
C -0.087 -3.828 1.955
F -0.937 -4.784 2.453
C 1.255 -4.086 2.152
C -2.034 -2.477 1.106
C -2.982 -3.496 0.966
C -4.295 -3.155 0.692
C -4.644 -1.822 0.553
C -3.636 -0.879 0.681
N -2.382 -1.200 0.954
H 2.454 -1.278 0.734
H 1.592 -4.981 2.654
H -2.694 -4.533 1.032
H -5.036 -3.935 0.559
H -5.655 -1.518 0.312
H -3.822 0.179 0.527
O -3.585 -1.744 -2.463
S -2.730 -0.602 -2.197
O -3.370 0.508 -1.537
O -1.455 -1.037 -1.582
C -2.237 -0.015 -3.830
C -2.764 -0.736 -4.903
C -2.481 -0.393 -6.212
C -1.653 0.691 -6.468
C -1.116 1.402 -5.411
C -1.391 1.065 -4.083
S -0.532 2.177 -2.929
O 0.825 2.165 -3.463
O -1.231 3.433 -3.093
O -0.605 1.639 -1.578
H -3.407 -1.573 -4.670
H -2.905 -0.969 -7.026
H -1.418 0.979 -7.486
H -0.454 2.237 -5.594

These are the Mulliken partial charges, in e, on atoms 1 to 6:
1 Mn 1.34
2 C -1.38
3 O 0.58
4 C 0.68
5 C -0.80
6 C -0.70


(6)
Molecular formula: C34H23N2O2P2PtS4
Method: DFT, wB97M-V/def2-TZVPD

Computed properties:
**Gap between HOMO and LUMO**: 6.69 eV
**E**: -3964.3890 Eh
**Relative energy (zero: lowest compared OMol25 entry of this formula, charge and spin)**: 0.0 kJ/mol
**HOMO level**: -4.7 eV
**Net charge**: -1

Atoms and positions in Å:
Pt 0.007 -0.177 1.501
S 1.066 -2.110 2.467
P 0.094 -3.008 0.931
C -0.385 -1.622 0.075
P -1.190 -1.492 -1.467
S -1.744 0.262 -2.112
C -0.138 -2.300 -2.730
C 1.244 -2.258 -2.596
C 2.064 -2.783 -3.586
C 1.507 -3.357 -4.719
C 0.126 -3.388 -4.868
C -0.691 -2.854 -3.884
C -2.645 -2.615 -1.370
C -3.861 -2.082 -0.946
C -4.958 -2.905 -0.747
C -4.862 -4.271 -0.981
C -3.665 -4.807 -1.429
C -2.566 -3.980 -1.624
C 1.200 -4.167 0.064
C 0.731 -5.274 -0.638
C 1.599 -6.032 -1.411
C 2.944 -5.702 -1.472
C 3.424 -4.616 -0.753
C 2.556 -3.847 0.006
C -1.213 -4.064 1.623
C -2.481 -3.519 1.790
C -3.489 -4.272 2.374
C -3.233 -5.567 2.799
C -1.962 -6.109 2.653
C -0.952 -5.359 2.070
H 1.671 -1.800 -1.712
H 3.140 -2.743 -3.469
H 2.146 -3.772 -5.489
H -0.315 -3.821 -5.758
H -1.766 -2.860 -4.015
H -3.929 -1.013 -0.779
H -5.896 -2.477 -0.412
H -5.720 -4.913 -0.823
H -3.585 -5.868 -1.631
H -1.645 -4.399 -2.007
H -0.310 -5.558 -0.565
H 1.222 -6.883 -1.965
H 3.620 -6.292 -2.079
H 4.475 -4.359 -0.792
H 2.920 -2.984 0.552
H -2.666 -2.504 1.468
H -4.476 -3.843 2.490
H -4.022 -6.156 3.250
H -1.757 -7.116 2.995
H 0.039 -5.781 1.963
S -0.955 1.814 0.764
C 0.501 2.762 0.625
C 0.431 4.152 0.634
C 1.566 4.932 0.446
C 1.450 6.365 0.475
N 1.358 7.511 0.498
C 2.806 4.316 0.245
C 2.881 2.925 0.239
C 1.749 2.148 0.421
S 1.864 0.399 0.322
C 4.002 5.090 0.063
N 4.963 5.701 -0.097
H -0.524 4.637 0.793
H 3.842 2.449 0.092
O -1.645 -0.546 2.837
C -1.118 0.123 3.779
O -0.035 0.725 3.631
H -1.641 0.156 4.743

These are the Mulliken partial charges, in e, on atoms 1 to 6:
1 Pt 2.33
2 S -0.65
3 P 1.21
4 C -1.19
5 P 1.72
6 S -0.54